Computed, not measured: a cluster of 2 separate species, C3H10NO in total in a non-equilibrium geometry, with ωB97M-V/def2-TZVPD.

Orbital gap (spin up / spin down), eV: 11.53 / 6.75
Energy relative to the best compared isomer or geometry (same formula, charge and spin), kJ/mol: 383.6
Highest occupied orbital energy (spin up / spin down), eV: -20.9 / -20.9
⟨S²⟩: 0.76
Net charge: +2
Multiplicity: 2

Geometry as XYZ:
```
15
Properties=species:S:1:pos:R:3:forces:R:3
C 1.88366 -0.36541 1.51089 1.00 0.58 1.92
C 1.31526 -0.31521 0.18386 4.17 -2.92 -0.70
C 0.26211 0.38100 -0.19481 -6.54 4.59 1.19
N -0.32657 0.27351 -1.55710 0.17 0.04 0.97
H 1.54796 -1.35922 2.14160 1.09 1.42 -1.50
H 3.03845 -0.20392 1.43200 -1.72 -1.27 0.22
H 1.55115 0.40694 2.30781 -0.20 -0.84 -1.61
H 1.80290 -0.81550 -0.76195 -0.15 0.46 2.28
H -0.41270 1.09950 0.63345 2.04 -2.04 -2.83
H 0.11855 -0.52594 -2.04929 -0.17 0.63 -0.22
H -1.39411 -0.02163 -1.34832 0.83 1.28 -0.28
H -0.17675 1.20071 -2.10938 -0.76 -1.69 0.84
H -3.46166 0.66297 -0.23803 -1.35 1.96 -0.69
H -3.08840 -0.60198 0.23895 1.11 0.17 -0.34
O -2.65985 0.18419 -0.18968 0.47 -2.36 0.75
```
Positions in Å, forces in eV/Å.

=====

Computed, not measured: a cluster of 2 separate species, C4H10N2O2 in total, with ωB97M-V/def2-TZVPD.

Orbital gap, eV: 9.63
Energy relative to the best compared isomer or geometry (same formula, charge and spin), kJ/mol: 84.0
Highest occupied orbital energy, eV: -9.1
Net charge: 0
Multiplicity: 1

Geometry as XYZ:
```
18
Properties=species:S:1:pos:R:3:forces:R:3
O 1.37746 -0.50321 0.33146 -0.32 -0.19 0.14
C 1.76133 0.56427 -0.20992 0.27 -0.22 -0.10
O 1.00207 1.49124 -0.58339 0.13 0.36 -0.22
C 3.26771 0.71357 -0.39768 -0.69 0.32 0.21
H 3.49918 1.07150 -1.39663 0.03 -0.09 -0.10
H 3.58245 1.49129 0.30181 0.22 -0.14 0.02
H 3.71753 -0.24496 -0.17096 0.32 0.07 -0.03
C -1.75335 -2.02851 0.51860 -0.02 -0.08 0.16
N -1.23593 -0.71302 0.21160 -0.14 0.15 0.20
C -2.00584 0.32591 0.05391 -0.12 -0.68 0.13
N -1.56808 1.52455 -0.23130 -0.41 -0.23 0.06
H -2.80938 -2.07540 0.25521 0.02 -0.18 -0.04
H -1.63921 -2.27787 1.57618 -0.03 0.19 0.02
H -1.18269 -2.77714 -0.02667 -0.14 0.02 -0.21
H -0.18079 -0.58826 0.27759 0.50 0.04 -0.19
H -3.06952 0.13224 0.16730 -0.10 0.30 -0.06
H -0.53615 1.61730 -0.42777 0.51 0.17 0.16
H -2.22675 2.27650 -0.24934 -0.03 0.18 -0.14
```
Positions in Å, forces in eV/Å.

=====

Computed, not measured: a cluster of 2 separate species, C4H10NO in total in a non-equilibrium geometry, with ωB97M-V/def2-TZVPD.

Orbital gap, eV: 9.91
Energy relative to the best compared isomer or geometry (same formula, charge and spin), kJ/mol: 163.9
Highest occupied orbital energy, eV: -14.5
Net charge: +1
Multiplicity: 1

Geometry as XYZ:
```
16
Properties=species:S:1:pos:R:3:forces:R:3
C -0.62424 -0.32710 -1.74381 0.38 -0.03 -0.30
C -0.87362 -0.58793 -0.27197 -0.10 2.65 -0.09
C -1.96713 -0.37502 0.45407 0.42 -1.02 0.10
C 1.23869 -1.27103 0.64024 1.19 -0.39 -0.39
N 0.40360 -0.34148 0.43242 -0.28 -1.35 1.06
H 0.33685 0.19749 -1.84736 -0.31 0.02 0.06
H -1.37155 0.29119 -2.24755 -0.16 -0.24 0.38
H -0.48656 -1.22895 -2.32969 -0.16 -0.36 0.00
H -1.88239 -0.45015 1.53321 -0.16 0.32 -0.02
H -2.95042 -0.26198 0.03250 -0.10 -0.16 -0.21
H 2.29143 -1.09141 0.90326 -0.69 0.38 0.55
H 1.01900 -2.31663 0.43067 -0.36 0.25 -0.28
H 0.59640 0.63446 0.79486 0.31 -0.48 -0.99
H 2.22785 2.40210 0.75068 0.11 0.36 0.04
H 0.80144 2.85092 0.23888 0.58 -0.22 0.25
O 1.34497 2.09881 0.53535 -0.65 0.26 -0.18
```
Positions in Å, forces in eV/Å.

=====

Computed, not measured: a structure of composition C3H7N2O2 in a non-equilibrium geometry, with ωB97M-V/def2-TZVPD.

Orbital gap, eV: 7.94
Energy relative to the best compared isomer or geometry (same formula, charge and spin), kJ/mol: 380.6
Highest occupied orbital energy, eV: -4.1
Net charge: -1
Multiplicity: 1

Geometry as XYZ:
```
14
Properties=species:S:1:pos:R:3:forces:R:3
C -0.01872 -0.98796 0.16537 1.11 -0.83 -1.21
N -0.67533 -0.13118 -0.75991 -0.81 0.93 0.05
C -1.09405 1.20109 -0.33212 1.02 -0.31 0.09
O -1.00070 2.04629 -1.24236 -0.46 0.37 -0.27
O -1.39226 1.32090 0.86648 -0.29 0.09 0.30
C 1.53573 -0.98737 0.04560 -2.36 3.34 1.09
N 2.11859 -2.01785 1.13758 -1.07 -0.59 -2.96
H -0.26694 -0.69524 1.17575 -0.37 -0.13 0.11
H -0.28785 -2.03035 -0.07463 -0.26 -0.03 0.63
H -0.30511 -0.00066 -1.68567 0.36 -0.40 -0.12
H 1.87458 -0.00412 0.34398 0.24 0.26 -0.05
H 1.80110 -1.01938 -1.01871 0.45 -0.86 0.07
H 1.93110 -2.29453 0.13463 1.76 -2.00 1.77
H 2.28565 -1.34477 1.83265 0.69 0.17 0.48
```
Positions in Å, forces in eV/Å.